Record 1
45
Properties=species:S:1:pos:R:3:nbo_charge:R:1 method="wB97M-V/def2-TZVPD" homo_energy_ha=-0.307 relative_energy_ev=16.965 lumo_ev=-0.98 gap_ev=7.36
C 3.984 0.848 -1.986 -0.6137
H 4.670 1.704 -2.377 0.2315
H 4.771 0.110 -1.916 0.2223
H 3.318 0.544 -2.910 0.1933
C 3.160 0.986 -0.957 -0.4238
C 2.258 -0.108 -0.333 -0.1646
C 0.900 -0.263 -0.572 -0.0173
C 0.182 -1.221 -0.508 -0.2985
C 0.777 -2.248 0.239 0.3990
C 2.205 -2.216 0.699 -0.3237
C 2.849 -0.858 0.377 0.3650
O 4.102 -0.833 0.615 -0.6390
H 4.509 -1.883 1.111 0.4971
H 2.627 -2.893 1.308 0.2039
O 0.179 -3.416 0.582 -0.4698
C -1.187 -3.667 0.489 0.6928
O -1.582 -4.839 0.762 -0.5833
C -1.823 -2.641 -0.294 -0.3511
C -1.088 -1.310 -0.779 0.1917
C -2.036 -0.272 -1.240 -0.2891
N -3.134 0.206 -0.628 -0.3915
C -4.481 -0.364 -0.494 -0.4287
H -4.432 -1.276 -0.010 0.2027
H -4.631 -0.629 -1.521 0.2006
H -5.139 0.388 -0.527 0.2299
C -2.671 0.480 0.845 -0.2914
C -1.490 1.080 1.033 -0.0789
C -1.290 2.648 0.362 0.3995
C -0.265 3.214 0.664 -0.2916
C 0.853 2.756 1.461 -0.2260
C 0.678 1.702 2.003 -0.1587
C -0.511 0.812 1.747 -0.2034
H -0.559 -0.062 2.415 0.2137
H 1.422 1.106 2.689 0.2130
H 1.679 3.318 1.529 0.2213
H -0.060 4.392 0.066 0.2092
F -2.273 2.965 -0.585 -0.3346
H -2.664 -0.461 1.699 0.1871
H -3.613 1.067 1.292 0.2327
H -2.567 -0.566 -2.187 0.2364
H -1.285 0.446 -1.462 0.1968
H -2.950 -2.727 -0.391 0.2220
H 0.455 0.627 -1.277 0.1970
H 2.429 1.874 -0.959 0.2117
H 3.723 1.480 -0.074 0.2084

Record 2
50
Properties=species:S:1:pos:R:3:nbo_charge:R:1 method="wB97M-V/def2-TZVPD" homo_energy_ha="-0.462 / -0.462" charge=+2 lumo_ev="-9.65 / -9.70" gap_ev="2.93 / 2.88"
Ir -0.157 0.181 -0.266 0.8145
N -3.428 -1.064 2.137 -0.7246
C -2.240 -0.785 1.617 0.2834
S -2.230 -0.267 -0.114 0.3286
N -1.147 -0.913 2.310 -0.3108
N -0.047 -0.572 1.593 -0.2221
C 1.135 -0.727 2.081 0.0972
C 2.234 -0.379 1.184 0.1684
C 3.564 -0.489 1.548 -0.1875
C 4.539 -0.173 0.610 -0.0700
C 4.162 0.235 -0.665 -0.2119
C 2.822 0.326 -0.975 0.0934
N 1.867 0.041 -0.072 -0.5185
H -4.282 -0.976 1.611 0.4338
H -3.487 -1.367 3.099 0.4448
H 1.287 -1.118 3.080 0.2581
H 3.829 -0.821 2.541 0.2648
H 5.585 -0.250 0.871 0.2645
H 4.900 0.486 -1.413 0.2675
H 2.474 0.642 -1.949 0.2353
C 0.415 -8.139 -3.075 -0.6323
C 0.281 -6.710 -3.517 -0.0142
C -0.931 -6.209 -3.981 -0.1874
C -1.078 -4.892 -4.394 -0.1932
C 0.024 -4.048 -4.338 0.0962
N -0.030 -2.672 -4.708 -0.6224
C -1.012 -2.062 -5.432 0.7862
O -1.955 -2.572 -5.969 -0.5538
N -0.810 -0.651 -5.559 -0.6283
C -0.500 0.246 -4.568 0.1753
C -0.281 1.596 -4.886 -0.1613
C -0.030 2.510 -3.888 -0.1978
C 0.009 2.092 -2.568 -0.0045
N -0.195 0.807 -2.256 -0.4811
C -0.446 -0.100 -3.214 -0.0319
C 1.249 -4.525 -3.878 -0.2381
C 1.372 -5.842 -3.474 -0.1933
H -0.381 -8.754 -3.494 0.2283
H 0.362 -8.219 -1.988 0.2253
H 1.368 -8.560 -3.395 0.2283
H -1.789 -6.867 -4.042 0.2226
H -2.023 -4.544 -4.776 0.2431
H 0.855 -2.193 -4.672 0.4003
H -1.268 -0.286 -6.383 0.4323
H -0.318 1.912 -5.921 0.2519
H 0.131 3.553 -4.120 0.2605
H 0.182 2.780 -1.752 0.2246
H -0.629 -1.114 -2.892 0.2376
H 2.117 -3.874 -3.865 0.1985
H 2.336 -6.205 -3.141 0.2201

Record 3
49
Properties=species:S:1:pos:R:3:nbo_charge:R:1 method="wB97M-V/def2-TZVPD" homo_energy_ha=-0.309 relative_energy_ev=0.506 lumo_ev=0.27 gap_ev=8.68
C 2.170 0.757 -3.048 -0.2535
H 2.209 -0.230 -3.507 0.2006
H 3.185 1.138 -2.916 0.1997
H 1.589 1.427 -3.689 0.1782
O 1.548 0.571 -1.796 -0.5168
C 1.401 1.645 -0.987 0.4095
C 1.640 2.968 -1.341 -0.3108
C 1.441 3.984 -0.422 -0.1647
C 1.004 3.710 0.861 -0.2447
C 0.771 2.397 1.234 -0.1965
C 0.970 1.375 0.323 0.0545
N 0.789 0.021 0.692 -0.4453
C -0.072 -0.758 0.039 0.3815
N -1.040 -0.293 -0.691 -0.6382
C -1.897 -1.239 -1.141 0.6440
O -1.796 -2.424 -0.842 -0.5883
C -3.018 -0.703 -2.022 -0.1437
O -4.290 -0.901 -1.455 -0.4773
C -4.640 -0.190 -0.341 0.2932
C -5.910 -0.466 0.167 -0.2563
C -6.375 0.204 1.279 -0.1920
C -5.586 1.159 1.902 -0.2521
C -4.328 1.431 1.398 -0.1923
C -3.847 0.766 0.282 -0.2804
H -2.857 0.992 -0.081 0.2321
H -3.703 2.173 1.875 0.2069
H -5.950 1.683 2.772 0.2104
H -7.360 -0.019 1.663 0.2125
H -6.509 -1.212 -0.330 0.2231
H -3.033 -1.281 -2.951 0.2164
H -2.829 0.354 -2.240 0.1934
S 0.174 -2.468 0.305 0.3916
C 1.845 -2.062 1.046 -0.3812
C 2.885 -1.972 -0.046 -0.6778
H 3.459 -2.882 -0.181 0.2641
H 2.458 -1.641 -0.989 0.2627
S 4.015 -0.638 0.494 2.1560
O 5.225 -1.192 1.034 -0.9393
O 4.152 0.365 -0.525 -0.9452
C 2.978 -0.008 1.868 -0.6730
C 1.641 -0.673 1.655 -0.0426
H 1.087 -0.758 2.603 0.2211
H 3.444 -0.330 2.793 0.2608
H 2.940 1.075 1.808 0.2714
H 2.095 -2.807 1.799 0.2446
H 0.434 2.157 2.232 0.2205
H 0.848 4.508 1.569 0.2196
H 1.633 5.004 -0.717 0.2174
H 1.992 3.212 -2.329 0.2259

Record 4
52
Properties=species:S:1:pos:R:3:nbo_charge:R:1 method="wB97M-V/def2-TZVPD" homo_energy_ha="-0.529 / -0.529" charge=+2 relative_energy_ev=1.819 lumo_ev="-8.75 / -8.74" gap_ev="5.64 / 5.65"
V 0.509 -0.237 0.356 1.1299
O -1.654 2.019 0.100 -0.4764
C -0.997 1.332 -0.631 0.7337
O -0.943 -0.007 -0.457 -0.5661
C -0.108 1.876 -1.741 -0.3383
C 0.349 0.727 -2.668 0.0788
C 1.005 1.284 -3.929 -0.4277
C 2.358 1.789 -3.371 -0.4295
C 2.246 1.407 -1.894 0.0902
O 1.461 0.192 -1.911 -0.5271
C 1.285 2.374 -1.167 -0.3452
C 1.367 2.134 0.331 0.7564
O 1.730 0.848 0.636 -0.5630
O 1.068 2.908 1.184 -0.4398
H -0.649 2.674 -2.244 0.2921
H -0.401 -0.041 -2.833 0.2404
H 1.149 0.485 -4.652 0.2483
H 0.410 2.070 -4.389 0.2390
H 3.196 1.270 -3.830 0.2492
H 2.510 2.858 -3.503 0.2388
H 3.191 1.245 -1.383 0.2398
H 1.460 3.429 -1.355 0.2908
S 0.234 -2.484 -0.969 0.1476
C 1.346 -2.740 0.263 -0.1157
N 1.490 -1.673 1.073 -0.5301
C 2.347 -1.920 2.148 0.1451
C 2.717 -1.052 3.170 -0.2296
C 3.590 -1.511 4.144 -0.1645
C 4.107 -2.802 4.097 -0.1647
C 3.759 -3.670 3.069 -0.1903
C 2.870 -3.222 2.113 -0.2113
S 2.259 -4.107 0.711 0.5753
H 2.352 -0.036 3.198 0.2340
H 3.881 -0.849 4.948 0.2448
H 4.788 -3.136 4.866 0.2497
H 4.171 -4.669 3.017 0.2520
C -3.303 1.883 2.897 -0.4251
N -3.199 0.427 2.922 -0.2880
C -4.216 -0.440 3.207 -0.0190
C -3.705 -1.697 3.146 -0.0345
N -2.380 -1.581 2.828 -0.2968
C -1.433 -2.678 2.701 -0.4154
C -2.082 -0.276 2.686 0.2166
Se -0.375 0.504 2.438 0.3264
H -4.319 2.165 3.155 0.2452
H -3.062 2.260 1.906 0.2581
H -2.616 2.323 3.617 0.2371
H -5.212 -0.109 3.447 0.2645
H -4.186 -2.645 3.317 0.2640
H -1.863 -3.571 3.145 0.2511
H -0.512 -2.423 3.224 0.2342
H -1.220 -2.879 1.650 0.2248

Record 5
44
Properties=species:S:1:pos:R:3:nbo_charge:R:1 method="wB97M-V/def2-TZVPD" homo_energy_ha=-0.289 relative_energy_ev=3.703 lumo_ev=0.36 gap_ev=8.24
N -1.095 -0.054 0.357 -0.2337
N 2.146 1.192 0.678 -0.4722
C -0.677 -0.505 1.503 0.3409
C -2.782 -2.553 3.636 -0.2984
C -3.256 -2.889 2.253 -0.2961
C -1.768 -1.569 3.456 -0.0740
C -2.555 -2.151 1.368 -0.0423
C 0.987 0.686 0.930 0.3565
C 3.116 1.037 1.646 0.2863
C 0.395 -0.533 -4.276 -0.1922
C -0.623 -0.052 -5.098 -0.2316
C 2.855 0.229 2.770 -0.3129
C 0.513 -0.001 -2.876 -0.2222
C -1.272 1.464 -3.264 -0.2252
C 0.620 -0.138 1.976 -0.2202
C -1.551 0.882 -4.596 0.0124
C 1.652 -0.337 2.971 0.1179
C -0.213 1.122 -2.441 0.0179
N -1.558 -1.456 2.071 -0.3732
N -0.056 0.728 0.079 -0.1890
C 4.405 1.776 1.490 -0.6630
C -2.638 1.328 -5.455 -0.6433
C 1.564 -1.110 4.238 -0.6481
C -0.196 1.643 -1.071 -0.2599
H -3.195 -2.827 4.583 0.2204
H -4.016 -3.565 1.928 0.2209
H -1.142 -1.093 4.275 0.2252
H -2.702 -2.102 0.259 0.2393
H 1.133 -1.215 -4.642 0.2126
H -0.675 -0.450 -6.090 0.2087
H 3.696 0.176 3.409 0.2127
H 1.297 -0.428 -2.182 0.2152
H -2.063 2.178 -2.966 0.2013
H 4.722 2.380 2.361 0.2315
H 4.421 2.247 0.554 0.2398
H 5.157 1.028 1.311 0.2264
H -3.449 1.503 -4.737 0.2171
H -2.393 2.192 -5.992 0.2237
H -3.088 0.564 -6.117 0.2211
H 1.469 -0.387 5.003 0.2294
H 2.519 -1.612 4.492 0.2271
H 0.739 -1.802 4.121 0.2320
H -1.148 2.192 -0.847 0.2164
H 0.706 2.285 -1.069 0.2443

no.,E_tot (hartree),strongest force on any atom (eV Å⁻¹)
1,-1153.8568,17.6
2,-1734.6641,0.4
3,-2056.1943,1.3
4,-5455.8848,5.0
5,-993.0517,5.2